[1]
{"formula": "C3H16NO3S", "method": "wB97M-V/def2-TZVPD", "total_energy_ha": -802.04611, "de_lowest_kj_mol": 800.3, "homo_lumo_gap_ev": 3.33, "e_lumo_ev": -10.1, "total_charge": 1, "species": ["H", "H", "H", "O", "C", "H", "H", "N", "O", "H", "O", "S", "H", "C", "H", "H", "H", "H", "H", "H", "H", "H", "C", "H"], "positions_angstrom": [[4.47933, -0.25320, 0.84458], [3.00580, 0.36127, 1.07240], [-3.35227, 1.96273, 0.56543], [3.80804, 0.36038, 0.40900], [-2.13342, 0.48675, -0.27898], [1.94145, 1.29503, 2.46363], [2.98955, -4.88663, -1.97727], [-1.04346, 1.40684, -0.74041], [2.00133, 0.45932, 1.94507], [1.15692, -0.04933, 1.75523], [1.63039, -0.22744, -1.73731], [-0.16995, -1.12746, 0.89793], [-0.97667, 1.66961, -1.74582], [-1.74564, -0.19916, 1.05607], [-3.24174, 2.00519, -1.21216], [2.45687, 0.04106, -1.29048], [-1.58010, 0.58560, 1.82703], [2.24850, -5.04924, -1.99580], [-4.27659, 0.78426, -0.38740], [-0.20832, 0.90095, -0.50411], [-2.11503, -0.34992, -0.99610], [1.04506, -0.71189, -1.04566], [-3.37106, 1.36257, -0.34697], [-2.54900, -0.82728, 1.42210]], "forces_ev_per_a": [[-1.23, 1.23, -1.09], [2.14, 0.08, -1.51], [-0.29, 0.26, -0.21], [0.62, -1.44, 1.00], [0.52, 1.49, -2.66], [-0.45, -1.00, -0.54], [-0.59, -0.12, -0.01], [-0.13, -2.46, 0.44], [-1.81, 0.35, 1.38], [1.15, 1.40, 1.09], [-1.71, -0.72, 1.77], [-2.32, 0.31, -0.74], [-0.72, -0.03, 0.89], [1.82, 1.09, 1.39], [-0.34, 0.13, -0.06], [0.10, -0.21, 0.24], [-0.07, -0.43, -0.44], [0.59, 0.12, 0.01], [-0.44, -0.06, -0.12], [1.61, 0.51, 0.23], [-0.48, 0.00, 0.07], [1.81, 0.80, -1.78], [0.43, -0.77, 1.02], [-0.21, -0.55, -0.38]]}

[2]
{"formula": "C4H9NS", "method": "wB97M-V/def2-TZVPD", "total_energy_ha": -610.67563, "de_lowest_kj_mol": 205.0, "homo_lumo_gap_ev": 9.73, "e_lumo_ev": 1.0, "species": ["H", "C", "H", "H", "N", "H", "H", "H", "S", "C", "C", "H", "C", "H", "H"], "positions_angstrom": [[-1.47848, -1.45187, 2.27616], [-0.43690, 0.05609, -0.63241], [3.11079, 0.41099, -0.26789], [0.87279, 1.66292, 0.23132], [-0.51757, -0.80605, 0.52461], [-0.81124, -1.59187, 0.11074], [-1.54678, 0.36577, 2.16862], [-1.32431, 0.71176, -0.84434], [1.65665, 1.63517, -2.09471], [-1.52881, -0.59479, 1.54305], [0.80593, 1.00337, -0.56468], [-0.36411, -0.51148, -1.49426], [2.16163, 0.34359, -0.90323], [-2.63179, -0.61639, 1.30920], [2.03218, -0.61719, -1.36219]], "forces_ev_per_a": [[0.37, 0.96, -0.58], [0.12, 3.94, 0.90], [-1.63, 0.38, -0.97], [-0.19, 1.28, 1.38], [0.22, 3.01, 1.33], [-0.79, -4.23, -1.36], [1.07, -1.16, -1.01], [0.35, -0.49, 0.60], [-0.43, -0.39, 1.07], [-1.82, 0.54, 2.59], [1.47, -2.60, -1.93], [0.48, -1.33, -1.74], [-0.22, 0.67, 0.67], [0.85, -0.11, -1.00], [0.13, -0.48, 0.03]]}

[3]
{"formula": "C2H10NO", "method": "wB97M-V/def2-TZVPD", "total_energy_ha": -211.93768, "de_lowest_kj_mol": 54.5, "homo_lumo_gap_ev": 11.96, "e_lumo_ev": -3.4, "total_charge": 1, "species": ["H", "H", "O", "H", "C", "H", "H", "H", "N", "H", "H", "H", "C", "H"], "positions_angstrom": [[-1.02255, -0.23535, 3.15106], [1.85308, 0.43061, -1.04515], [-0.16880, -0.23395, 2.69992], [1.27174, 0.92165, 0.52915], [1.09542, 0.23829, -0.28827], [1.21221, -0.77785, 0.07557], [-0.33819, -1.49395, -1.69444], [0.38394, 0.21007, 3.35823], [-0.27125, 0.41995, -0.84970], [-0.28305, 1.37898, -1.22904], [-1.64730, -0.51153, -2.16459], [0.08880, -0.24165, -2.82545], [-0.57511, -0.48486, -2.00482], [-0.98532, 0.40789, -0.12045]], "forces_ev_per_a": [[-0.07, -0.21, -0.16], [-0.27, -0.02, -0.26], [-0.16, 0.39, 0.22], [-0.27, 0.16, 0.19], [0.58, -0.42, 0.29], [-0.16, -0.03, 0.02], [0.24, -0.22, 0.17], [0.17, -0.13, -0.22], [0.49, 1.20, -0.79], [-0.26, -0.28, 0.28], [0.04, 0.54, -0.58], [-0.40, 0.29, -0.25], [-0.04, -0.92, 0.96], [0.10, -0.36, 0.11]]}

[4]
{"formula": "C5H13NO3", "method": "wB97M-V/def2-TZVPD", "total_energy_ha": -478.75223, "de_lowest_kj_mol": 165.9, "homo_lumo_gap_ev": 9.55, "e_lumo_ev": 0.6, "species": ["N", "C", "O", "H", "C", "H", "O", "C", "H", "H", "H", "H", "H", "H", "H", "H", "O", "H", "H", "C", "C", "H"], "positions_angstrom": [[-1.37407, 0.41098, 0.84321], [0.00695, 0.92660, -1.77659], [-1.28381, 1.46405, -1.79728], [-1.25669, 2.35390, -1.41990], [0.86007, 0.81900, -0.35547], [0.39335, -2.21152, -0.45614], [0.83142, 1.66501, -2.64524], [0.08738, -2.23940, 0.58716], [-0.10754, -0.10159, -2.14884], [-1.75672, -0.11192, 0.06587], [1.68883, 0.16546, -0.61723], [1.30561, 1.80087, -0.18926], [0.42172, -3.16816, 1.05100], [-0.56796, -0.87587, 2.82673], [0.41086, 1.74891, -3.51127], [0.33422, 1.13771, 1.65385], [0.35517, -1.15041, 2.73209], [-1.80922, 1.30457, 1.02710], [1.75071, -1.10191, 1.29996], [0.05337, 0.45300, 0.84473], [0.65834, -1.05403, 1.35862], [-1.00199, -2.23526, 0.62689]], "forces_ev_per_a": [[-0.05, -0.62, 0.36], [1.41, -0.49, 0.92], [-0.01, 0.11, 0.44], [0.06, -0.10, -0.06], [-1.52, 1.69, -3.38], [0.09, -0.10, -0.16], [0.41, 0.09, 0.13], [-0.15, 0.42, 0.12], [-0.16, 0.16, 0.05], [-0.24, 0.57, 0.08], [-0.08, -0.27, 0.22], [0.01, 0.14, -0.28], [0.10, 0.05, -0.10], [0.02, -0.06, -0.03], [-0.10, -0.19, 0.21], [0.04, -0.31, -0.02], [-0.18, -0.19, 0.29], [-0.10, -0.27, -0.42], [-0.12, 0.48, -0.12], [1.91, -2.87, 1.80], [-1.23, 1.70, -0.06], [-0.09, 0.02, 0.02]]}

[5]
{"formula": "CH14O5S", "method": "wB97M-V/def2-TZVPD", "total_energy_ha": -820.83887, "de_lowest_kj_mol": 38.1, "homo_lumo_gap_ev": [2.83, 8.98], "e_lumo_ev": [3.3, 3.2], "s2": 0.7506, "total_charge": -1, "spin_multiplicity": 2, "species": ["H", "H", "O", "O", "S", "H", "H", "H", "H", "H", "H", "H", "O", "H", "H", "O", "H", "H", "O", "C", "H"], "positions_angstrom": [[0.27321, 0.72674, -3.52516], [2.35802, -0.68496, -0.44363], [0.20391, -1.87035, -1.29480], [0.34742, 3.95580, -0.55993], [-0.80770, -0.17340, 1.89865], [0.19411, -0.92701, -1.07638], [0.06963, 0.68451, 1.30880], [-3.86623, -1.14380, -0.22193], [3.03775, 0.63840, -0.76124], [-0.23184, 3.29580, -0.14617], [-2.52192, -1.83010, 0.10516], [0.35655, -2.28925, 1.52390], [0.45717, 0.96754, -2.61089], [-0.20624, -2.10176, 3.11486], [1.05143, 4.15298, 0.07346], [3.16818, -0.18841, -0.28321], [0.18388, -1.92294, -2.25514], [0.03135, 1.82425, -2.48112], [-3.03055, -1.42070, -0.60213], [0.27457, -1.54977, 2.31022], [1.27684, -1.29088, 2.64296]], "forces_ev_per_a": [[-0.07, 0.03, -0.12], [-0.07, -0.02, -0.09], [0.26, -0.27, 0.36], [-0.04, 0.34, -0.47], [-0.06, 0.26, 0.10], [-0.28, 0.09, -0.34], [-0.01, -0.18, -0.03], [0.02, 0.06, 0.24], [-0.17, 0.03, 0.03], [0.17, -0.08, 0.23], [0.08, 0.25, 0.05], [0.11, 0.14, -0.54], [0.18, -0.24, 0.05], [-0.08, 0.18, 0.29], [-0.15, -0.29, 0.13], [0.19, -0.06, 0.03], [-0.03, 0.27, 0.07], [0.00, 0.17, 0.22], [-0.12, -0.25, -0.44], [0.12, -0.75, 0.23], [-0.07, 0.33, -0.02]]}

[6]
{"formula": "C28H23N5O4V", "method": "wB97M-V/def2-TZVPD", "total_energy_ha": -2599.06653, "homo_lumo_gap_ev": [5.26, 6.42], "e_lumo_ev": [-7.7, -6.6], "s2": 0.9519, "total_charge": 2, "spin_multiplicity": 2, "species": ["H", "C", "C", "C", "C", "C", "H", "C", "N", "C", "H", "C", "C", "C", "H", "C", "N", "H", "V", "N", "H", "C", "H", "C", "C", "C", "H", "C", "H", "C", "H", "O", "C", "H", "H", "H", "N", "O", "H", "H", "C", "N", "H", "H", "H", "C", "H", "C", "C", "O", "C", "C", "H", "O", "C", "C", "C", "C", "H", "H", "H"], "positions_angstrom": [[4.46053, -2.98756, 0.32068], [-3.14569, -2.92374, -2.37071], [1.23789, -2.23165, 1.05976], [0.45357, 7.72450, -1.48490], [2.08247, -0.50667, -2.68453], [-0.27356, 1.90006, -1.07836], [-0.16094, 8.35298, -0.84353], [-2.04230, -0.22179, 3.28965], [2.64326, -1.44774, -0.81294], [-1.01136, -1.11146, 1.30629], [-4.31638, -2.89612, -0.47097], [3.46838, -0.54164, -2.65642], [-0.31979, 3.26670, -1.49734], [4.54796, -4.58430, 2.48125], [4.33925, -5.02871, 3.45155], [0.46378, 4.21979, -0.79894], [-2.44127, -1.90889, -0.54945], [2.02152, -4.41853, 3.51390], [-0.11317, -0.42150, -0.81707], [1.58620, -1.05633, -1.56575], [4.74566, -1.38100, -1.03600], [0.35132, 5.50639, -1.22499], [-1.29227, -2.34298, -3.48260], [-3.31914, -0.44480, 2.74425], [-0.45060, 5.85538, -2.31105], [2.46371, -2.21911, 0.38348], [-1.95397, 0.21221, 4.27745], [3.78384, -1.15032, -1.46023], [5.44754, -3.97470, 2.56673], [-1.20043, 4.93850, -3.01125], [-1.80957, 5.23441, -3.85305], [-0.36612, 7.17369, -2.53619], [2.15257, -3.79411, 2.63958], [1.27875, 8.27511, -1.92671], [1.42389, -0.12557, -3.45098], [1.10381, 3.94059, 0.02604], [0.17841, -1.43938, 0.58516], [0.72374, 1.36030, -0.46648], [0.12961, -3.09202, 2.67458], [-4.54628, 1.00798, 3.71771], [1.08883, -3.04563, 2.17558], [-1.46980, -1.73434, -1.48709], [4.15269, -0.17750, -3.40231], [-4.39494, -1.14232, 1.03824], [-5.45917, -0.31376, 2.97996], [3.38754, -3.76433, 1.99441], [-3.73863, -3.48999, -3.06752], [-3.41662, -0.99522, 1.47818], [-1.89854, -2.34135, -2.59123], [-1.25425, 1.05281, -1.29412], [-4.54664, -0.06460, 3.51668], [-0.91286, -0.53741, 2.58398], [-1.73128, 2.86250, -3.06226], [0.96119, 6.61209, -0.73186], [-3.46016, -2.62576, -1.06658], [3.51846, -2.97814, 0.85264], [-1.13915, 3.62075, -2.56803], [-2.28648, -1.32950, 0.74364], [0.07136, -0.36154, 2.99812], [-4.56093, -0.57253, 4.48209], [4.76453, -5.39218, 1.77984]], "forces_ev_per_a": [[-0.02, -0.02, 0.01], [-0.05, -0.02, -0.03], [-0.52, 0.25, -0.21], [0.02, -0.17, -0.02], [0.08, -0.18, 0.08], [-0.18, -0.23, 0.39], [-0.04, 0.01, 0.02], [-0.07, 0.01, 0.03], [-0.24, 0.00, 0.18], [0.26, -0.27, -0.18], [0.02, 0.02, -0.02], [0.03, -0.01, 0.01], [0.06, 0.10, 0.13], [-0.06, 0.02, -0.02], [0.00, 0.01, 0.00], [0.08, -0.13, -0.15], [0.20, 0.01, 0.05], [0.00, 0.01, -0.02], [-0.09, 0.87, 0.05], [0.46, -0.30, -0.49], [-0.01, -0.01, -0.02], [0.15, 0.03, 0.17], [-0.01, 0.01, 0.00], [-0.04, 0.02, 0.09], [-0.10, 0.19, -0.12], [0.19, 0.14, -0.32], [-0.01, 0.01, -0.01], [0.16, 0.03, 0.04], [-0.01, 0.00, 0.00], [-0.04, -0.18, -0.04], [0.00, 0.01, 0.02], [0.07, 0.00, 0.14], [-0.07, 0.01, 0.03], [0.03, 0.01, -0.02], [-0.01, 0.06, 0.04], [-0.03, -0.02, 0.00], [0.33, -0.37, 0.95], [-0.34, 0.14, -0.20], [0.02, 0.02, 0.01], [0.00, -0.01, 0.00], [0.04, -0.14, 0.16], [-0.69, -0.32, -0.40], [0.00, -0.02, 0.01], [0.02, 0.03, 0.00], [0.02, 0.00, 0.00], [0.08, -0.05, 0.04], [0.02, 0.00, 0.02], [-0.13, 0.07, -0.17], [0.10, 0.01, 0.10], [0.39, 0.28, -0.20], [0.05, -0.02, 0.00], [-0.04, 0.11, -0.04], [0.01, -0.01, 0.03], [-0.07, 0.09, -0.14], [-0.06, -0.07, 0.11], [0.01, -0.02, 0.00], [-0.16, 0.19, -0.02], [0.16, -0.22, -0.02], [0.01, 0.00, -0.01], [0.00, 0.00, -0.01], [-0.01, 0.01, 0.00]]}

Number 1: F_max 3.09 eV/Å. Number 2: F_max 4.51 eV/Å. Number 3: F_max 1.51 eV/Å. Number 4: F_max 4.07 eV/Å. Number 5: F_max 0.79 eV/Å. Number 6: F_max 1.08 eV/Å.